(1)
Here is a 8-piece molecular cluster, C4H24N8O8 overall from OMol25. Energies are from ωB97M-V/def2-TZVPD.

```
! wB97M-V def2-TZVPD RIJCOSX def2/J DEFGRID3
* xyz 0 1
N 3.606 1.316 2.456
C 2.797 0.160 2.507
N 3.354 -0.967 2.002
O 1.668 0.098 3.053
H 4.349 1.271 1.826
H 3.158 2.214 2.582
H 2.753 -1.760 2.230
H 4.309 -1.230 2.066
N -1.500 1.624 -3.985
C -1.695 0.277 -3.915
N -0.511 -0.443 -3.769
O -2.859 -0.204 -4.051
H -2.372 2.026 -3.729
H -0.722 2.134 -3.631
H -0.764 -1.336 -3.330
H 0.098 -0.006 -3.050
N -0.779 1.624 -0.581
C 0.447 2.029 -1.139
N 0.950 3.271 -0.877
O 1.064 1.369 -1.986
H -1.112 0.759 -0.953
H -1.055 1.951 0.314
H 1.928 3.275 -1.013
H 0.555 3.677 -0.028
N -3.095 -2.467 -2.388
C -2.347 -2.389 -1.264
N -2.374 -3.561 -0.530
O -1.647 -1.453 -0.940
H -3.233 -1.776 -3.102
H -3.727 -3.264 -2.393
H -2.636 -4.472 -0.975
H -1.751 -3.528 0.301
O -0.359 1.882 3.649
H -1.195 1.465 3.876
H 0.367 1.272 3.516
O 2.261 -3.451 2.614
H 1.747 -3.340 3.427
H 1.724 -3.705 1.888
O 0.215 -2.684 0.579
H 0.275 -2.042 1.314
H -0.068 -2.141 -0.208
O -0.565 4.152 2.120
H -0.653 4.939 2.698
H -0.607 3.433 2.819
*
```

Results
M = 312.284 g mol⁻¹
SMILES string = NC(N)=O.NC(N)=O.NC(N)=O.NC(N)=O.O.O.O.O
E = -32843.1179 eV
HOMO energy = -9.73 eV
lowest unoccupied orbital energy = 0.34 eV
HOMO-LUMO gap = 10.08 eV



(2)
Here is a 2-piece molecular cluster, C4H11NO overall from OMol25. Energies are from ωB97M-V/def2-TZVPD.

```
! wB97M-V def2-TZVPD RIJCOSX def2/J DEFGRID3
* xyz 0 1
C -1.188 1.027 0.573
C 0.258 0.481 0.462
C 0.191 -0.587 -0.647
N -1.215 -0.934 -0.848
C -1.992 0.240 -0.478
H -1.580 0.803 1.566
H -1.214 2.111 0.478
H 0.468 0.012 1.423
H 1.029 1.201 0.218
H 0.738 -1.487 -0.366
H 0.574 -0.253 -1.609
H -1.468 -1.705 -0.239
H -2.967 -0.082 -0.118
H -2.158 0.851 -1.369
O 3.890 -0.533 0.301
H 3.373 -0.984 0.975
H 3.261 -0.163 -0.323
*
```

Results
M = 89.138 g mol⁻¹
SMILES string = C1CCNC1.O
E = -7863.6063 eV
HOMO energy = -9.09 eV
lowest unoccupied orbital energy = 0.80 eV
HOMO-LUMO gap = 9.89 eV



(3)
Here is C57H47KN4O4Te as an isolated structure from OMol25. Energies are from ωB97M-V/def2-TZVPD.

```
! wB97M-V def2-TZVPD RIJCOSX def2/J DEFGRID3
* xyz -2 1
K 0.027 0.015 -0.703
C 6.084 -6.576 3.890
O 6.136 -6.266 2.517
C 5.216 -5.349 2.061
C 4.324 -4.667 2.877
C 3.438 -3.760 2.311
C 3.418 -3.512 0.941
C 4.320 -4.206 0.142
C 5.208 -5.118 0.692
C 2.439 -2.502 0.431
C 2.899 -1.169 0.412
C 4.258 -0.765 0.730
C 4.233 0.587 0.849
C 2.862 1.000 0.599
N 2.116 -0.075 0.275
C 2.375 2.310 0.855
C 1.060 2.794 0.737
C 0.635 4.063 1.321
C -0.712 4.091 1.239
C -1.115 2.833 0.617
C -2.446 2.371 0.620
C -3.428 3.236 1.359
C -4.204 4.256 0.823
C -5.062 4.999 1.622
C -5.152 4.742 2.981
O -6.013 5.539 3.703
C -6.078 5.298 5.089
C -4.392 3.720 3.538
C -3.548 2.982 2.724
C -2.891 1.038 0.420
N -2.111 -0.032 0.167
C -2.874 -1.140 0.319
C -2.406 -2.468 0.364
C -3.408 -3.484 0.812
C -4.258 -4.164 -0.056
C -5.165 -5.099 0.418
C -5.244 -5.368 1.778
O -6.179 -6.306 2.157
C -6.186 -6.669 3.517
C -4.406 -4.700 2.660
C -3.500 -3.768 2.170
C -1.075 -2.931 0.281
C -0.674 -4.314 0.496
C 0.681 -4.324 0.517
C 1.107 -2.948 0.313
N 0.025 -2.165 0.113
C -4.248 -0.753 0.593
C -4.259 0.603 0.651
N -0.018 2.132 0.252
C 3.283 3.123 1.734
C 3.238 2.837 3.099
C 4.027 3.517 4.014
C 4.891 4.508 3.567
O 5.715 5.243 4.390
C 5.668 4.930 5.762
C 4.954 4.803 2.212
C 4.154 4.119 1.308
H 6.817 -7.364 4.050
H 5.093 -6.939 4.182
H 6.339 -5.713 4.513
H 4.306 -4.813 3.949
H 2.737 -3.224 2.941
H 4.324 -4.035 -0.928
H 5.912 -5.663 0.074
H 5.104 -1.424 0.857
H 5.058 1.242 1.088
H 1.295 4.798 1.755
H -1.385 4.858 1.592
H -4.145 4.479 -0.237
H -5.672 5.793 1.204
H -6.803 6.005 5.489
H -5.109 5.462 5.573
H -6.411 4.279 5.308
H -4.431 3.493 4.594
H -2.944 2.182 3.140
H -4.202 -3.962 -1.119
H -5.828 -5.633 -0.253
H -6.917 -7.471 3.612
H -6.482 -5.834 4.161
H -5.206 -7.032 3.841
H -4.448 -4.881 3.726
H -2.842 -3.241 2.853
H -1.343 -5.152 0.623
H 1.337 -5.169 0.664
H -5.080 -1.425 0.737
H -5.105 1.245 0.842
H 2.556 2.062 3.441
H 3.946 3.262 5.062
H 6.388 5.587 6.248
H 5.947 3.889 5.949
H 4.675 5.108 6.186
H 5.636 5.579 1.882
H 4.214 4.366 0.254
C 0.396 -0.154 10.004
C 0.317 -0.137 8.497
C -0.605 0.664 7.839
C -0.709 0.683 6.452
C -1.750 1.573 5.839
C 0.128 -0.121 5.642
Te -0.055 -0.116 3.518
C 1.076 -0.920 6.323
C 2.045 -1.806 5.579
C 1.151 -0.919 7.712
H -0.348 0.521 10.430
H 1.382 0.163 10.358
H 0.210 -1.156 10.400
H -1.270 1.295 8.424
H -2.270 2.152 6.612
H -2.476 0.967 5.292
H -1.293 2.256 5.120
H 1.898 -1.689 4.507
H 1.892 -2.858 5.842
H 3.079 -1.541 5.822
H 1.891 -1.554 8.198
*
```

Results
M = 1018.725 g mol⁻¹
E = -97639.3420 eV
HOMO energy = -0.71 eV
lowest unoccupied orbital energy = 3.80 eV
HOMO-LUMO gap = 4.51 eV



(4)
Here is a 13-piece molecular cluster, C33H92O13 overall from OMol25. Energies are from ωB97M-V/def2-TZVPD.

```
! wB97M-V def2-TZVPD RIJCOSX def2/J DEFGRID3
* xyz 0 1
C -1.755 -3.717 -5.864
C -0.806 -3.712 -4.688
C -1.326 -2.797 -3.566
O -0.819 -5.032 -4.189
H -2.719 -4.202 -5.720
H -1.199 -4.231 -6.652
H -1.970 -2.720 -6.255
H 0.172 -3.382 -5.045
H -2.392 -2.965 -3.425
H -1.042 -1.797 -3.891
H -0.777 -2.968 -2.639
H -0.388 -5.595 -4.839
C 4.409 1.814 1.568
C 4.065 0.512 0.866
C 3.394 -0.645 1.674
O 3.180 0.837 -0.222
H 4.946 1.707 2.511
H 3.458 2.249 1.887
H 4.851 2.521 0.870
H 4.934 0.064 0.382
H 3.122 -1.504 1.061
H 2.464 -0.288 2.125
H 4.006 -0.979 2.513
H 2.264 0.679 0.040
C -3.575 3.460 2.780
C -2.392 3.895 1.948
C -1.868 5.237 2.373
O -1.357 2.875 2.038
H -4.378 4.176 2.590
H -3.277 3.747 3.791
H -3.928 2.458 2.547
H -2.728 3.836 0.912
H -1.415 5.275 3.366
H -2.701 5.937 2.457
H -1.070 5.569 1.708
H -1.275 2.542 2.940
C 0.022 -0.200 -1.302
C -0.425 0.611 -0.069
C -0.998 -0.392 0.955
O 0.615 1.334 0.491
H 0.851 -0.862 -1.045
H 0.337 0.400 -2.157
H -0.829 -0.778 -1.662
H -1.122 1.401 -0.352
H -2.008 -0.749 0.742
H -1.203 0.031 1.942
H -0.337 -1.247 1.105
H 0.259 2.093 0.963
C -3.239 4.680 -3.008
C -2.301 3.416 -2.912
C -2.965 2.295 -2.114
O -2.259 3.062 -4.243
H -4.143 4.429 -3.561
H -2.734 5.559 -3.407
H -3.578 5.009 -2.021
H -1.322 3.745 -2.554
H -2.371 1.424 -2.415
H -3.947 1.956 -2.446
H -2.852 2.356 -1.033
H -2.119 2.107 -4.299
C 1.335 -6.273 1.788
C 1.529 -5.088 2.694
C 0.586 -3.939 2.313
O 1.396 -5.478 4.026
H 2.073 -7.073 1.756
H 1.164 -5.900 0.777
H 0.396 -6.722 2.121
H 2.588 -4.827 2.584
H -0.473 -4.195 2.388
H 0.836 -3.555 1.325
H 0.618 -3.134 3.053
H 1.530 -4.650 4.497
C 3.614 -2.327 -1.654
C 5.029 -2.549 -1.043
C 5.206 -3.919 -0.383
O 6.033 -2.251 -1.956
H 2.775 -2.571 -1.002
H 3.592 -3.002 -2.513
H 3.439 -1.325 -2.048
H 5.268 -1.905 -0.192
H 4.846 -3.877 0.648
H 6.272 -4.116 -0.274
H 4.622 -4.729 -0.821
H 5.654 -2.296 -2.839
C -4.997 -1.252 5.029
C -4.362 -2.494 4.477
C -3.010 -2.159 3.838
O -4.130 -3.494 5.474
H -4.249 -0.786 5.672
H -5.989 -1.321 5.470
H -5.104 -0.579 4.174
H -4.960 -3.056 3.756
H -2.468 -3.077 3.610
H -2.412 -1.561 4.529
H -3.016 -1.544 2.937
H -4.511 -4.339 5.232
C 2.023 4.419 -1.586
C 3.112 3.822 -2.483
C 4.491 4.102 -1.962
O 2.938 2.383 -2.470
H 2.019 3.994 -0.578
H 1.042 4.096 -1.937
H 2.120 5.479 -1.348
H 3.016 4.194 -3.503
H 4.674 5.177 -1.886
H 5.287 3.759 -2.622
H 4.586 3.756 -0.933
H 3.428 2.001 -1.727
C 1.095 2.378 4.990
C 0.338 1.161 4.494
C 0.614 -0.087 5.336
O -1.031 1.497 4.545
H 0.887 2.615 6.034
H 0.952 3.238 4.335
H 2.172 2.192 4.980
H 0.669 1.034 3.462
H 0.250 -0.949 4.769
H 0.146 -0.196 6.315
H 1.663 -0.377 5.410
H -1.460 1.111 5.312
C -5.026 -0.112 0.895
O -5.616 -1.281 1.458
H -4.039 0.099 1.312
H -4.917 -0.116 -0.192
H -5.698 0.726 1.077
H -5.069 -2.021 1.180
C -1.771 0.311 -6.127
O -1.279 0.482 -4.845
H -2.123 1.269 -6.513
H -1.122 -0.217 -6.830
H -2.576 -0.430 -6.113
H -0.344 0.269 -4.753
C 2.025 1.236 -5.408
O 1.998 0.454 -4.247
H 2.599 2.156 -5.283
H 2.515 0.728 -6.242
H 1.053 1.487 -5.840
H 2.201 0.996 -3.472
*
```

Results
M = 697.086 g mol⁻¹
E = -62327.3435 eV
HOMO energy = -9.70 eV
lowest unoccupied orbital energy = 0.39 eV
HOMO-LUMO gap = 10.09 eV



(5)
Here is a single C3H8N2O molecule from OMol25. Energies are from ωB97M-V/def2-TZVPD.

```
! wB97M-V def2-TZVPD RIJCOSX def2/J DEFGRID3
* xyz 0 1
C -2.228 0.420 0.160
N -0.782 0.477 0.083
C -0.109 -0.652 -0.254
O -0.660 -1.702 -0.616
N 1.241 -0.754 -0.246
C 2.234 0.277 0.026
H -2.667 1.331 -0.253
H -2.580 0.277 1.189
H -2.542 -0.436 -0.438
H -0.296 1.260 0.486
H 1.149 -1.746 -0.603
H 3.240 -0.145 -0.003
H 2.202 1.109 -0.698
H 2.109 0.719 1.030
*
```

Results
M = 88.110 g mol⁻¹
SMILES string = CNC(=O)NC
E = -8268.2736 eV
HOMO energy = -9.22 eV
lowest unoccupied orbital energy = 0.81 eV
HOMO-LUMO gap = 10.03 eV



(6)
Here is a 2-piece molecular cluster, C3H7NO2 overall from OMol25. Energies are from ωB97M-V/def2-TZVPD.

```
! wB97M-V def2-TZVPD RIJCOSX def2/J DEFGRID3
* xyz 0 1
N 1.484 -1.872 -0.072
C 1.397 -0.780 0.265
C 1.626 0.677 0.451
O 1.337 1.316 -0.768
H 1.031 1.037 1.305
H 2.680 0.814 0.737
H 1.081 2.243 -0.711
C -2.033 -0.846 -0.198
O -1.293 0.264 0.258
H -2.856 -0.981 0.503
H -1.423 -1.754 -0.183
H -2.431 -0.698 -1.206
H -0.601 0.582 -0.379
*
```

Results
M = 89.094 g mol⁻¹
SMILES string = N#CCO.CO
E = -8808.0728 eV
HOMO energy = -10.31 eV
lowest unoccupied orbital energy = 0.43 eV
HOMO-LUMO gap = 10.74 eV